ORCA calculation (the ωB97M-V functional and the def2-TZVPD basis) on 3 unconnected molecules or ions with the total composition C5H12BrN in a non-equilibrium geometry.

Structure (XYZ):
```
19
Properties=species:S:1:pos:R:3:forces:R:3
Br -4.0989 0.1064 0.0841 0.81 -1.09 -0.74
N -1.3039 -1.1780 -0.5195 -1.86 -0.18 0.19
C -1.1811 -1.7226 0.8230 3.43 -1.35 -2.85
C 0.9903 1.2946 -0.1887 -1.14 0.96 -0.50
C 2.4847 1.1032 -0.3269 -2.43 -0.08 1.74
C 0.3157 1.4000 0.9859 1.34 -0.13 -4.92
C -0.2830 -0.8166 -1.1134 1.10 0.62 -3.05
H 2.8039 0.7573 0.6247 0.87 -0.43 0.75
H 2.7878 0.4763 -1.1027 0.42 -1.04 -1.31
H -3.0382 -0.8631 -0.5887 -0.58 1.43 0.76
H -1.9132 -2.4682 0.9128 -1.35 -0.49 0.96
H -0.3816 -0.3636 -2.1610 0.05 -0.61 1.46
H 0.5026 1.5016 -1.2162 0.34 -0.20 2.02
H -1.1235 -0.8755 1.4548 -0.18 0.28 1.33
H -0.1944 -2.3108 0.6865 -1.11 0.88 1.43
H 0.7474 1.2321 1.8709 1.98 -0.60 3.24
H 2.8132 2.0776 -0.4653 1.27 1.75 -0.48
H 0.7626 -0.9382 -0.7831 -0.54 -0.30 0.18
H -0.6905 1.5876 1.0228 -2.42 0.56 -0.20
```
Forces are in eV/Å.


ORCA calculation (the ωB97M-V functional and the def2-TZVPD basis) on a single C3H9NO molecule in a non-equilibrium geometry.

Structure (XYZ):
```
14
Properties=species:S:1:pos:R:3:forces:R:3
O -0.6889 1.9905 1.6315 1.00 -0.09 -0.08
N 0.2206 -1.9408 -0.6847 0.31 0.47 -0.22
C 0.4480 -0.5047 -1.0013 -2.36 0.16 1.44
C 0.0361 0.8327 1.1837 -2.02 -1.50 0.64
C -0.5702 0.3304 -0.1324 0.60 -0.41 -1.10
H -1.4219 -0.3513 -0.0371 -0.01 0.31 0.66
H -0.4537 -2.2766 -1.3650 -0.10 -0.12 0.22
H 0.1606 -0.3402 -2.0389 0.98 0.45 -0.19
H -0.2124 0.0672 1.9281 0.27 0.05 0.07
H 1.1286 0.8672 1.2005 -0.06 0.73 -0.29
H -0.9685 1.1915 -0.6698 0.29 0.15 -0.19
H 1.0560 -2.4620 -0.8886 0.37 -0.25 0.00
H 1.3822 -0.1456 -0.5995 0.85 -0.31 -0.96
H -0.1165 2.7419 1.4735 -0.10 0.35 -0.01
```
Forces are in eV/Å.


ORCA calculation (the ωB97M-V functional and the def2-TZVPD basis) on a molecular structure, C6H10N in a non-equilibrium geometry.

Structure (XYZ):
```
17
Properties=species:S:1:pos:R:3:forces:R:3
N -1.7452 0.8169 -0.3560 0.22 0.37 1.62
C 0.2339 -1.8445 0.0632 -2.51 1.02 1.74
C 0.5809 -0.6308 -0.7345 -2.35 -0.38 -1.26
C 1.6363 0.3099 -0.4115 3.54 0.22 1.87
C -0.8102 -1.2605 0.7094 1.97 0.58 -1.23
C -0.5614 0.0635 0.1383 2.72 0.67 0.95
C 0.9985 0.9520 0.8080 -2.67 -1.53 -0.62
H 1.0601 2.0011 0.8518 -0.42 1.51 -0.54
H -1.5293 -1.4662 1.4216 -1.20 -1.11 1.42
H 0.3871 -0.8147 -1.7694 -0.08 0.10 -0.87
H 0.4506 -2.8608 0.1760 1.30 -1.22 -0.26
H -2.4120 0.2840 -0.8543 -0.35 -1.19 -1.78
H -2.3966 1.1543 0.3642 0.86 0.36 0.61
H 1.0951 0.6836 1.8363 0.29 -1.18 0.41
H -1.3803 1.5947 -0.8496 -0.15 1.15 -1.02
H 2.6817 -0.1176 -0.3082 -1.19 0.49 0.06
H 1.7106 1.1351 -1.0854 0.03 0.14 -1.08
```
Forces are in eV/Å.

Summary:
Charge: +1


ORCA calculation (the ωB97M-V functional and the def2-TZVPD basis) on a molecular structure, C19H21N3OS4Sc.

Structure (XYZ):
```
49
Properties=species:S:1:pos:R:3:forces:R:3
Sc -0.0018 -0.5793 -0.0917 -0.30 0.10 0.03
S -3.7588 -2.1237 2.0991 -0.16 0.07 0.02
S -1.8071 0.1347 1.8360 0.03 0.07 -0.07
S -2.3383 -1.5710 -0.4796 -0.09 -0.04 0.00
S 2.0674 3.7774 -0.2122 0.05 -0.01 0.03
O 0.8444 -2.0406 1.2930 0.16 0.09 -0.21
N -0.7940 -3.5800 1.5980 0.16 -0.17 0.01
N 0.8456 -3.2415 3.1998 -0.05 0.02 -0.03
N 1.0431 1.5148 0.4635 0.18 -0.10 0.16
C 2.0691 4.3224 2.5613 -0.02 -0.01 -0.02
C 1.7802 3.8524 3.8254 0.01 0.00 0.02
C 1.0168 -0.5954 -3.3961 0.00 0.03 -0.01
C 1.7963 3.4917 1.4762 -0.04 0.03 0.02
C 0.9634 1.7526 2.9381 -0.04 0.00 -0.06
C 1.8430 0.6794 -3.5926 0.02 -0.08 -0.04
C 0.2868 -2.9068 1.9922 -0.07 -0.01 0.18
C 1.3091 1.8637 -4.0997 -0.03 0.00 -0.04
C 2.0425 3.0476 -4.1161 -0.01 0.00 0.00
C 1.2375 2.2207 1.6525 0.08 0.01 -0.09
C 3.9039 1.8991 -3.1562 0.01 0.00 -0.01
C 1.2350 2.5757 4.0100 -0.01 0.01 0.02
C 3.1664 0.7298 -3.1327 0.03 -0.02 -0.05
C -0.3332 -0.5064 -4.1127 0.00 0.00 -0.01
C -2.7286 -1.1804 1.1841 0.27 -0.15 0.01
C 1.4554 2.2009 -0.5525 -0.09 0.01 -0.09
C 3.3434 3.0779 -3.6432 0.01 0.00 0.00
C 0.7501 -0.7046 -1.9115 -0.04 0.02 0.19
C 1.7649 -1.8121 -3.9637 0.01 0.04 -0.02
H 1.0128 2.2324 5.0120 0.00 0.00 0.00
H -0.8642 -1.4464 -3.9616 0.00 0.01 0.00
H 3.9149 3.9978 -3.6542 0.00 0.00 0.00
H 1.1624 -2.7037 -3.7838 0.00 0.00 0.00
H 0.5232 0.7733 3.0696 -0.04 -0.02 0.00
H 2.4954 5.3063 2.4160 0.00 0.00 0.00
H -1.3671 -4.0427 2.2815 -0.05 0.03 0.01
H 2.7256 -1.9605 -3.4683 0.00 -0.01 0.00
H 0.2923 1.8767 -4.4681 0.01 0.00 0.00
H -0.9547 0.2798 -3.6814 0.00 -0.01 0.00
H 1.9441 -1.7123 -5.0409 0.00 -0.01 0.00
H 1.4861 -2.5503 3.5511 0.01 0.01 0.01
H 1.9785 4.4797 4.6851 0.00 -0.01 0.00
H 1.5864 3.9514 -4.5042 0.00 0.00 0.00
H 1.4153 1.8038 -1.5610 -0.03 0.06 0.12
H -1.2960 -3.2082 0.7889 -0.05 0.03 -0.05
H -0.2222 -0.3301 -5.1887 0.00 0.01 -0.01
H 1.6546 -1.1113 -1.3639 0.06 0.00 -0.05
H 4.9211 1.8986 -2.7812 0.00 0.00 0.00
H 0.2520 -3.6713 3.8887 -0.01 0.00 0.00
H 3.6075 -0.1633 -2.7082 0.00 0.00 0.00
```
Forces are in eV/Å.

Summary:
Charge: -1


ORCA calculation (the ωB97M-V functional and the def2-TZVPD basis) on 2 unconnected molecules or ions with the total composition C3H4O2 in a non-equilibrium geometry.

Structure (XYZ):
```
9
Properties=species:S:1:pos:R:3:forces:R:3
O 1.5089 0.8813 -0.7698 1.36 -1.44 1.27
O 2.4588 -0.4878 0.7645 -0.57 0.77 -1.15
C -1.6628 -1.0420 -0.3053 0.70 -1.51 -1.78
C 1.4873 0.1262 0.3969 0.66 -0.17 0.68
C -1.7948 -0.0124 0.2874 -0.25 -0.19 -0.51
H -1.9681 0.9687 0.6239 -0.10 0.36 0.57
H 0.7751 1.3999 -1.0733 -1.12 0.03 0.54
H 0.6235 0.0465 1.1022 -0.12 0.81 -1.28
H -1.4278 -1.8804 -1.0264 -0.56 1.35 1.67
```
Forces are in eV/Å.


Number 1: Kohn-Sham gap 10.192 eV. Number 2: Kohn-Sham gap 10.365 eV. Number 3: Kohn-Sham gap 9.815 eV. Number 4: Kohn-Sham gap 5.225 eV. Number 5: Kohn-Sham gap 11.132 eV.